Record 1
The following is a DFT calculation (ωB97M-V/def2-TZVPD) of an isolated ion of composition C4H8N and charge +1.

CARTESIAN COORDINATES (ANGSTROEM)
C: 1.02 1.68 1.76
C: 1.23 1.03 0.59
C: 0.12 0.10 0.03
N: -0.21 -0.55 -1.03
C: -1.37 -1.43 -1.21
H: 0.36 1.48 2.49
H: 1.70 2.37 2.10
H: 2.04 1.06 -0.01
H: -0.68 -0.19 0.85
H: 0.50 -0.55 -1.74
H: -1.18 -2.46 -0.97
H: -2.12 -1.02 -0.62
H: -1.43 -1.51 -2.23

Properties
- E: -211.629808 a.u.
- SMILES: C=C/C=[NH+]/C
- Maximum force: 5.10 eV Å⁻¹
- Net charge: +1
- Lowest unoccupied orbital energy: -5.2 eV
- Relative energy (zero: lowest compared OMol25 entry of this formula, charge and spin): 25.91 kcal/mol

=====

Record 2
The following is a DFT calculation (ωB97M-V/def2-TZVPD) of an isolated ion of composition C4H8N and charge +1.

CARTESIAN COORDINATES (ANGSTROEM)
C: 0.19 -0.14 2.39
N: 0.27 0.36 1.24
C: 0.11 -0.44 0.04
C: 0.17 0.27 -1.17
C: -0.67 -0.08 -2.38
H: 0.18 0.33 3.35
H: 0.08 -1.24 2.44
H: 0.64 1.38 1.17
H: -0.21 -1.49 0.26
H: 0.90 1.15 -1.07
H: -1.50 0.57 -2.53
H: -0.79 -1.22 -2.53
H: 0.00 0.26 -3.13

Properties
- E: -211.619726 a.u.
- SMILES: C=[NH+]/C=C/C
- Maximum force: 3.62 eV Å⁻¹
- Net charge: +1
- Lowest unoccupied orbital energy: -5.3 eV
- Relative energy (zero: lowest compared OMol25 entry of this formula, charge and spin): 32.24 kcal/mol

=====

Record 3
The following is a DFT calculation (ωB97M-V/def2-TZVPD) of an isolated ion of composition C4H8N and charge +1.

CARTESIAN COORDINATES (ANGSTROEM)
C: -1.44 0.33 -1.19
N: -0.19 -0.47 -0.88
C: 0.44 -0.22 0.28
C: 0.66 -1.26 1.15
C: 0.65 1.24 0.61
H: -1.25 0.80 -2.17
H: -2.23 -0.43 -1.20
H: -0.06 -1.40 -1.28
H: 0.73 -2.27 0.75
H: 0.78 -1.11 2.22
H: 0.35 1.68 -0.36
H: -0.12 1.65 1.26
H: 1.70 1.46 0.78

Properties
- E: -211.495464 a.u.
- SMILES: C=[NH+]C(=C)C
- Maximum force: 5.23 eV Å⁻¹
- Net charge: +1
- Lowest unoccupied orbital energy: -8.2 eV
- Relative energy (zero: lowest compared OMol25 entry of this formula, charge and spin): 110.22 kcal/mol

=====

Record 4
The following is a DFT calculation (ωB97M-V/def2-TZVPD) of an isolated ion of composition C4H8N and charge +1.

CARTESIAN COORDINATES (ANGSTROEM)
N: 0.37 1.04 1.49
C: 0.40 0.19 0.27
C: -0.40 0.32 -0.95
C: -0.09 -1.05 -1.50
C: -0.69 -0.84 -0.10
H: 0.92 1.83 1.26
H: 0.89 0.53 2.30
H: -0.57 1.46 1.60
H: 1.28 -0.30 0.12
H: -0.93 1.17 -1.34
H: -0.68 -1.52 -2.14
H: 0.94 -1.58 -1.54
H: -1.44 -1.27 0.53

Properties
- E: -211.588583 a.u.
- SMILES: [NH3+][C@@H]1[C@H]2C[C@@H]12
- Maximum force: 4.91 eV Å⁻¹
- Net charge: +1
- Lowest unoccupied orbital energy: -4.0 eV
- Relative energy (zero: lowest compared OMol25 entry of this formula, charge and spin): 51.78 kcal/mol

=====

Record 5
The following is a DFT calculation (ωB97M-V/def2-TZVPD) of an isolated ion of composition C4H8N and charge +1.

CARTESIAN COORDINATES (ANGSTROEM)
C: -0.11 -1.81 0.14
C: -1.40 -1.79 0.04
C: 1.07 1.36 -0.15
C: -0.29 0.68 -0.38
N: -0.33 -0.45 0.51
H: 0.85 -2.10 -0.22
H: -2.42 -1.80 0.31
H: 1.38 1.20 0.85
H: 1.78 0.67 -0.75
H: 1.08 2.34 -0.40
H: -0.27 0.46 -1.49
H: -1.06 1.48 -0.04
H: -0.29 -0.24 1.57

Properties
- Spin multiplicity: 3
- E: -211.379152 a.u.
- Maximum force: 7.61 eV Å⁻¹
- ⟨S²⟩: 2.01
- Net charge: +1
- Lowest unoccupied orbital energy (alpha / beta): -4.4 / -9.0 eV
- Relative energy (zero: lowest compared OMol25 entry of this formula, charge and spin): 87.37 kcal/mol

=====

Record 6
The following is a DFT calculation (ωB97M-V/def2-TZVPD) of an isolated molecule of C4H8N2.

CARTESIAN COORDINATES (ANGSTROEM)
C: -0.73 0.94 0.12
C: 0.20 0.47 -0.96
C: 0.34 -0.96 -0.74
C: 0.67 -1.26 0.68
N: -0.68 -1.39 0.29
N: -1.46 -0.20 0.48
H: -0.11 1.44 0.90
H: -1.54 1.63 -0.05
H: -0.25 0.72 -1.98
H: 1.26 0.89 -0.92
H: 0.67 -1.69 -1.51
H: 1.11 -2.13 1.02
H: 0.92 -0.42 1.40
H: -2.14 -0.03 1.34

Properties
- E: -266.604089 a.u.
- SMILES: C1C[C@H]2CN2N1
- Maximum force: 4.11 eV Å⁻¹
- Net charge: 0
- Lowest unoccupied orbital energy: 1.1 eV
- Relative energy (zero: lowest compared OMol25 entry of this formula, charge and spin): 73.99 kcal/mol

=====

Record 7
The following is a DFT calculation (ωB97M-V/def2-TZVPD) of an isolated molecule of C4H8N2.

CARTESIAN COORDINATES (ANGSTROEM)
C: -2.55 -0.26 0.08
C: -1.52 0.05 -0.45
N: -0.17 0.60 -0.77
C: 0.29 1.58 0.17
N: 0.82 -0.40 -0.91
C: 1.07 -1.16 0.24
H: -3.48 -0.61 0.10
H: 0.29 1.11 1.08
H: 1.35 1.80 -0.08
H: -0.37 2.38 0.16
H: 0.49 -0.92 -1.67
H: 1.87 -1.93 0.12
H: 1.75 -0.70 1.06
H: 0.17 -1.55 0.85

Properties
- E: -266.548723 a.u.
- SMILES: C#CN(C)NC
- Maximum force: 4.46 eV Å⁻¹
- Net charge: 0
- Lowest unoccupied orbital energy: 1.0 eV
- Relative energy (zero: lowest compared OMol25 entry of this formula, charge and spin): 108.74 kcal/mol

=====

Record 8
The following is a DFT calculation (ωB97M-V/def2-TZVPD) of an isolated molecule of C4H8N2.

CARTESIAN COORDINATES (ANGSTROEM)
C: -2.59 0.11 0.14
C: -1.04 0.16 0.05
N: -0.27 -0.73 -0.52
N: 1.04 -0.58 -0.33
C: 1.71 -0.15 0.79
C: 1.53 0.89 -0.40
H: -2.87 -0.17 1.34
H: -3.23 1.13 0.10
H: -3.06 -0.49 -0.71
H: -0.45 1.14 0.30
H: 1.04 -0.06 1.81
H: 2.52 -0.82 0.92
H: 2.24 0.82 -1.13
H: 0.82 1.64 -0.09

Properties
- E: -266.515328 a.u.
- SMILES: C/C=N/N1CC1
- Maximum force: 6.10 eV Å⁻¹
- Net charge: 0
- Lowest unoccupied orbital energy: 1.0 eV
- Relative energy (zero: lowest compared OMol25 entry of this formula, charge and spin): 129.69 kcal/mol

=====

Record 9
The following is a DFT calculation (ωB97M-V/def2-TZVPD) of an isolated molecule of C4H8N2.

CARTESIAN COORDINATES (ANGSTROEM)
C: -0.50 2.06 0.51
C: -0.03 0.70 0.08
N: 1.04 0.47 -0.61
C: 1.15 -0.96 -0.77
C: -0.16 -1.62 -0.16
N: -0.80 -0.43 0.35
H: -0.54 2.12 1.62
H: 0.26 2.79 0.22
H: -1.53 2.31 0.14
H: 2.04 -1.29 -0.23
H: 1.33 -1.29 -1.79
H: 0.01 -2.38 0.60
H: -0.73 -2.08 -1.03
H: -1.53 -0.40 1.08

Properties
- E: -266.712128 a.u.
- SMILES: CC1=NCCN1
- Maximum force: 1.73 eV Å⁻¹
- Net charge: 0
- Lowest unoccupied orbital energy: 1.0 eV
- Relative energy (zero: lowest compared OMol25 entry of this formula, charge and spin): 6.20 kcal/mol

=====

Record 10
The following is a DFT calculation (ωB97M-V/def2-TZVPD) of an isolated molecule of C4H8N2.

CARTESIAN COORDINATES (ANGSTROEM)
N: 2.09 0.47 0.70
C: 1.44 0.13 -0.54
C: 0.32 -0.79 -0.12
C: -0.96 -0.46 -0.10
C: -2.13 0.30 -0.48
N: -2.20 -0.90 0.40
H: 3.06 0.28 0.85
H: 1.68 1.18 1.27
H: 2.16 -0.37 -1.20
H: 1.07 1.01 -1.08
H: 0.65 -1.66 0.44
H: -2.55 0.12 -1.47
H: -2.33 1.29 -0.07
H: -2.30 -0.61 1.38

Properties
- E: -266.631103 a.u.
- SMILES: NC/C=C1\CN1
- Maximum force: 0.40 eV Å⁻¹
- Net charge: 0
- Lowest unoccupied orbital energy: 1.1 eV
- Relative energy (zero: lowest compared OMol25 entry of this formula, charge and spin): 57.04 kcal/mol

=====

Question: Look up the net charge of the first one.
Answer: +1